Entry 1:
Formula: C38H61Cl4FeO20
Source: the OMol25 dataset
Level of theory: ωB97M-V/def2-TZVPD

The geometry in XYZ format:
```
124
Properties=species:S:1:pos:R:3:mulliken_spin:R:1
Fe 11.20468 13.58174 12.39373 3.83
O 9.55869 12.88125 11.59056 0.08
H 9.78709 12.48504 10.73440 0.00
C 7.11596 12.97169 13.50819 0.00
Cl 5.54856 13.95564 13.75144 0.00
Cl 7.18668 11.60329 14.63283 0.00
H 7.20287 12.64470 12.45983 0.00
H 7.88210 13.67294 13.78109 0.00
C 10.54226 11.39332 7.01474 -0.01
Cl 11.67302 10.29256 6.28112 -0.02
Cl 9.91659 10.96441 8.60015 0.01
H 11.01410 12.35696 7.17245 0.00
H 9.73765 11.47903 6.34935 0.00
O 10.12083 15.43700 13.12852 -0.03
C 9.77403 16.55693 12.90350 0.02
O 10.66577 17.58314 12.66641 0.00
C 9.92597 18.83700 12.43734 0.00
C 8.44634 18.61745 12.60038 0.00
C 8.34363 17.08976 12.88774 0.00
H 10.07071 19.31781 11.43904 0.00
H 10.25984 19.57446 13.20640 0.00
H 7.89144 18.89954 11.68567 0.00
H 8.04999 19.20221 13.42478 0.00
H 7.72305 16.56428 12.18470 0.00
H 7.87741 16.88497 13.84735 0.00
O 8.76817 14.93144 16.67796 0.00
C 7.68477 15.36975 17.01822 0.00
O 7.39638 16.70061 16.73804 0.00
C 6.00363 16.96742 16.87826 0.00
C 5.37930 15.81756 17.66719 0.00
C 6.47112 14.71663 17.62897 0.00
H 5.54740 17.00137 15.88963 0.00
H 5.84605 17.93580 17.33143 0.00
H 4.41743 15.33505 17.35027 0.00
H 5.30541 16.18919 18.71051 0.00
H 6.17858 13.89580 16.96624 0.00
H 6.65623 14.32476 18.64534 0.00
O 10.73418 12.57245 14.32926 0.00
C 10.93463 12.46061 15.52134 0.00
O 11.57076 13.33009 16.22498 0.00
C 11.38291 13.05836 17.71392 0.00
C 10.36614 11.89364 17.73730 0.00
C 10.56754 11.25281 16.36219 0.00
H 11.10346 13.99542 18.26936 0.00
H 12.37195 12.87231 18.02176 0.00
H 9.35874 12.27983 17.91698 0.00
H 10.61282 11.12610 18.52522 0.00
H 9.76054 10.75379 15.89680 0.00
H 11.48766 10.54820 16.36365 0.00
O 11.74911 14.93074 10.66049 0.03
C 12.17343 16.07018 10.57524 -0.01
O 12.96468 16.50355 11.54317 0.01
C 13.51770 17.78160 11.18160 0.00
C 13.16044 18.03178 9.73994 0.00
C 12.10722 16.97330 9.37146 0.00
H 14.55987 17.63329 11.33119 0.00
H 12.98490 18.50204 11.81053 0.00
H 13.94296 17.92956 8.98414 0.00
H 12.72768 19.02253 9.60935 0.00
H 12.45221 16.41591 8.53832 0.00
H 11.06376 17.41322 9.33850 0.00
O 9.00334 17.31773 9.87147 0.00
C 8.33791 16.35318 9.46942 0.00
O 7.07515 16.56254 8.94707 0.00
C 6.61625 15.38396 8.30894 0.00
C 7.85270 14.42668 8.26037 0.01
C 8.67467 14.91834 9.44477 0.00
H 6.14506 15.69493 7.39744 0.00
H 5.78677 15.12795 8.92959 0.00
H 8.36491 14.55164 7.28886 0.00
H 7.65910 13.40721 8.30643 0.00
H 9.73691 14.80584 9.31514 0.00
H 8.46319 14.31510 10.32147 0.00
O 12.56688 12.00351 11.70961 0.03
C 13.18361 11.13030 12.24080 0.03
O 13.45828 9.98780 11.53614 0.00
C 14.18906 9.03795 12.37778 0.00
C 14.77195 9.92441 13.42647 0.00
C 13.63794 10.91034 13.72710 0.00
H 14.92068 8.43205 11.81892 0.00
H 13.43532 8.31558 12.72538 0.00
H 15.69689 10.45604 13.12656 0.00
H 14.98095 9.30695 14.30407 0.00
H 13.88924 11.92583 14.08128 0.00
H 12.78160 10.53057 14.31511 0.00
O 11.03177 9.07121 13.96140 0.00
C 10.03613 8.94456 13.29767 -0.01
O 8.83009 8.56946 13.79538 0.00
C 7.83015 8.43224 12.72455 0.00
C 8.64831 8.54407 11.36756 0.00
C 9.88262 9.38525 11.84241 0.00
H 7.13053 9.23715 12.78714 0.00
H 7.41866 7.47692 12.93064 0.00
H 7.97152 8.94889 10.61593 0.00
H 9.03366 7.60269 11.03391 0.00
H 9.71782 10.50585 11.89630 0.01
H 10.74833 9.20830 11.22882 0.00
O 13.08367 14.06430 13.38281 -0.01
C 13.42634 14.94217 14.13440 0.00
O 14.73550 15.15296 14.35947 0.00
C 14.93392 15.87312 15.57840 0.00
C 13.50432 16.03795 16.15944 0.00
C 12.58590 15.85513 15.00060 0.00
H 15.48138 16.78612 15.30647 0.00
H 15.60255 15.23007 16.19560 0.00
H 13.38562 16.95677 16.73471 0.00
H 13.43942 15.19458 16.94562 0.00
H 12.37472 16.75275 14.38876 0.00
H 11.68302 15.34554 15.23847 0.00
C 13.37561 13.15194 8.58596 0.00
C 14.47165 13.39241 9.61701 0.00
O 15.65815 13.82353 8.91560 0.00
C 15.81780 15.09522 8.56340 0.00
O 15.29237 16.02541 9.18754 0.00
O 16.77683 15.18782 7.68086 0.00
C 17.11361 16.51784 7.32746 0.00
H 13.06531 14.17602 8.34994 0.00
H 12.53212 12.60002 9.02587 0.00
H 13.72203 12.62426 7.68755 0.00
H 14.77917 12.53460 10.17049 0.00
H 14.15554 14.16467 10.22402 0.00
H 16.21705 17.02444 7.01484 0.00
H 17.89467 16.37143 6.58856 0.00
H 17.51891 17.11573 8.16025 0.00
```

The calculation puts the HOMO-LUMO gap (alpha / beta) at 0.3599 / 0.3259 hartree. The net charge is +1. The multiplicity is 5.

***

Entry 2:
Formula: C4H18N2O6
Source: the OMol25 dataset
Level of theory: ωB97M-V/def2-TZVPD

The geometry in XYZ format:
```
30
Properties=species:S:1:pos:R:3:nbo_charge:R:1
N 0.72226 -2.06792 -1.30856 -0.92
C 1.77089 -1.14380 -0.93077 -0.22
C 1.32506 0.24424 -0.45862 -0.24
N 0.16527 0.18449 0.46490 -0.63
C 0.28879 1.13907 1.55992 -0.36
C 1.23205 0.68657 2.65439 0.76
O 0.93979 1.02974 3.93621 -0.67
O 2.20842 0.02423 2.44192 -0.57
H 0.82137 -3.00770 -0.97628 0.37
H -0.01443 -1.84715 -1.96145 0.41
H 2.38673 -0.89808 -1.80508 0.17
H 2.38423 -1.64612 -0.19111 0.20
H 2.19861 0.64813 0.02795 0.20
H 0.98883 0.84826 -1.29334 0.20
H 0.06414 -0.77767 0.76242 0.36
H -0.71496 1.38936 1.92329 0.19
H 0.63334 2.06352 1.09371 0.25
H 0.08770 1.48639 3.95540 0.48
H -2.43235 0.33480 -0.44309 0.48
H -2.89244 -0.33365 -1.66284 0.50
O -2.64379 0.55246 -1.36295 -0.97
H -2.57782 -2.06288 0.69971 0.46
H -1.41999 -2.51630 -0.13531 0.48
O -2.30088 -2.12215 -0.22379 -0.95
H -0.68207 3.75124 -1.26174 0.46
H -1.39897 2.49575 -1.07424 0.48
O -0.50502 2.79827 -1.30086 -0.94
H -0.76728 -0.64170 -4.03431 0.47
H -1.33088 -0.09407 -2.79969 0.49
O -1.32595 -0.90583 -3.28989 -0.96
```

The calculation puts the HOMO-LUMO gap at 0.3242 hartree. As for the structure (SMILES): NCCNCC(=O)O.O.O.O.O. The net charge is 0. The energy above the lowest of the compared OMol25 structures with the same formula, charge and spin comes out at 115.8 kJ/mol.

***

Entry 3:
Formula: C11H23GeNO5RuSe
Source: the OMol25 dataset
Level of theory: ωB97M-V/def2-TZVPD

The geometry in XYZ format:
```
43
Properties=species:S:1:pos:R:3:nbo_charge:R:1
Ru 0.88667 0.58246 0.67136 1.12
O 2.57822 -0.93996 0.19968 -0.72
C 3.05165 -0.57989 -1.10589 -0.09
C 3.36610 0.90689 -1.10687 -0.26
N 2.14695 1.68266 -0.75943 -0.41
C 1.28260 1.96054 -1.92671 -0.35
C 0.13844 0.97240 -1.97721 0.76
O -0.30205 0.45937 -2.95584 -0.50
O -0.36870 0.73178 -0.73435 -0.66
C 2.50753 2.90887 -0.01355 -0.34
C 2.74403 2.53983 1.43811 0.75
O 3.66284 2.90726 2.10037 -0.50
O 1.76065 1.73721 1.90170 -0.63
H 3.30743 -0.98995 0.83308 0.51
H 2.23056 -0.81602 -1.78456 0.21
H 3.90627 -1.19283 -1.38672 0.22
H 3.77893 1.24176 -2.06112 0.23
H 4.11566 1.10886 -0.33814 0.23
H 1.84235 1.96306 -2.86082 0.24
H 0.82823 2.94280 -1.79564 0.25
H 1.66040 3.59411 -0.04132 0.24
H 3.38279 3.40244 -0.43607 0.24
C -3.18571 -0.56258 -0.77347 -1.10
Ge -2.37197 -2.04002 0.20386 1.61
C -3.62209 -3.51667 0.41204 -1.08
C -0.67568 -2.65556 -0.55487 -1.08
C -1.97972 -1.43794 2.06404 -1.01
Se -0.80038 0.07792 2.48007 0.53
C -2.03665 1.55578 2.21861 -0.78
H -3.43684 -0.87300 -1.78810 0.25
H -2.50360 0.27709 -0.84133 0.24
H -4.10937 -0.24765 -0.28484 0.23
H -3.88297 -3.94654 -0.55450 0.25
H -4.53855 -3.16967 0.88946 0.24
H -3.18846 -4.30376 1.02921 0.24
H -0.81681 -3.04141 -1.56453 0.25
H -0.25039 -3.45140 0.05829 0.24
H 0.04375 -1.84338 -0.61841 0.20
H -1.50052 -2.23393 2.63629 0.25
H -2.89530 -1.17698 2.59801 0.25
H -2.83921 1.24186 1.55740 0.25
H -1.50142 2.39122 1.77564 0.24
H -2.41564 1.83295 3.19710 0.25
```

The calculation puts the HOMO-LUMO gap (alpha / beta) at 0.2733 / 0.2857 hartree. The net charge is +1. The energy above the lowest of the compared OMol25 structures with the same formula, charge and spin comes out at 26.0 kJ/mol. The multiplicity is 2.

***

Entry 4:
Formula: C2H7NS2
Source: the OMol25 dataset
Level of theory: ωB97M-V/def2-TZVPD

The geometry in XYZ format:
```
12
Properties=species:S:1:pos:R:3:nbo_charge:R:1
S 1.22738 1.25138 0.47626 -0.13
S 2.58278 -0.58198 0.39371 -0.14
H 1.37590 1.36486 1.78055 0.13
H 1.50863 -1.43389 0.37000 0.15
C -3.32753 -1.18426 -1.21490 -0.47
C -2.14980 0.32961 0.16285 -0.08
N -2.21770 -0.32066 -1.01054 -0.40
H -3.36532 -1.38001 -2.28894 0.21
H -3.29746 -2.19755 -0.70585 0.20
H -4.33010 -0.74290 -0.80921 0.19
H -1.61602 1.24574 0.26836 0.20
H -2.85030 -0.19409 0.85160 0.15
```

The calculation puts the HOMO-LUMO gap at 0.3263 hartree. As for the structure (SMILES): C=NC.SS. The net charge is 0. The energy above the lowest of the compared OMol25 structures with the same formula, charge and spin comes out at 222.1 kJ/mol.

***

Entry 5:
Formula: C3H5BrN2
Source: the OMol25 dataset
Level of theory: ωB97M-V/def2-TZVPD

The geometry in XYZ format:
```
11
Properties=species:S:1:pos:R:3:nbo_charge:R:1
C 0.40314 2.02167 -0.53386 -0.06
C 0.37768 -0.37749 1.14757 -0.71
C 0.11338 -0.39932 -0.32277 0.33
N 0.41559 3.15908 -0.68431 -0.54
N -1.08743 -0.81482 -0.77743 -0.76
Br 1.58475 -0.90752 -1.42707 0.15
H 0.48863 -1.39179 1.54051 0.24
H -0.44426 0.10675 1.66890 0.24
H 1.29366 0.16662 1.35490 0.27
H -1.89539 -0.66678 -0.19792 0.41
H -1.24975 -0.89642 -1.76852 0.42
```

The calculation puts the HOMO-LUMO gap at 0.3224 hartree. The net charge is 0. The energy above the lowest of the compared OMol25 structures with the same formula, charge and spin comes out at 118.1 kJ/mol.

***

Entry 6:
Formula: C31H44BrMnN3P2
Source: the OMol25 dataset
Level of theory: ωB97M-V/def2-TZVPD

The geometry in XYZ format:
```
82
Properties=species:S:1:pos:R:3:mulliken_spin:R:1
N 4.91861 1.99351 -7.80663 0.00
C 5.64773 1.88735 -6.68656 0.00
C 5.07089 1.74391 -5.41767 0.00
C 3.66430 1.69394 -5.24774 0.00
C 2.92514 1.82755 -6.45350 0.00
C 3.58125 1.97601 -7.69073 0.00
C 3.06957 1.48688 -3.89898 0.02
Mn 0.70591 1.18326 -0.00820 4.73
P -2.50658 -3.68899 2.61961 0.00
C 1.74839 1.27727 -3.61407 0.02
C 1.22460 0.50612 -2.51339 -0.01
C 0.14308 -0.38504 -2.62113 -0.01
C 0.07741 -1.54032 -1.82335 0.01
C 1.17672 -1.98900 -1.05529 0.04
C 1.99184 -0.92336 -0.57013 -0.05
C 2.03439 0.33847 -1.31215 0.01
Br 1.30431 -3.76565 -0.39584 0.01
H 3.83256 1.41139 -3.10580 0.00
H 1.04723 1.55233 -4.40158 0.00
H 5.70774 1.67773 -4.54880 0.00
H 1.84000 1.80188 -6.48176 0.00
H 6.73528 1.93568 -6.81396 0.00
H 2.97223 2.07895 -8.59769 0.00
H -0.60670 -0.29640 -3.40485 0.00
H 2.72009 1.16058 -1.06692 0.07
H -0.79982 -2.16995 -1.94508 0.01
H 2.78035 -1.20220 0.13249 0.01
P -1.59704 1.69212 0.33083 -0.02
C -1.11679 -4.82815 2.42194 0.00
C -1.54898 -6.27614 2.28755 0.00
H -0.46473 -4.67903 3.28152 0.00
H -0.60431 -4.44009 1.54024 0.00
H -0.66510 -6.90654 2.14826 0.00
H -2.06493 -6.65413 3.17506 0.00
H -2.21727 -6.43353 1.43405 0.00
C -2.73301 -3.21703 0.88478 0.00
C -4.22760 -3.42971 0.64044 0.00
H -2.11247 -3.88489 0.27329 0.00
H -2.39060 -2.18124 0.74784 0.00
H -4.50089 -3.23839 -0.40402 0.00
H -4.51724 -4.46961 0.87626 0.00
H -4.80109 -2.75871 1.30293 0.00
C -1.59353 -2.25457 3.26841 0.00
C -1.91251 -2.23887 4.76005 0.00
H -1.96794 -1.37038 2.72918 0.00
H -0.52968 -2.40809 3.00254 0.00
H -1.99814 -1.21170 5.12433 0.00
H -2.87906 -2.72740 4.96145 0.00
H -1.13010 -2.77680 5.31595 0.00
C -2.28492 2.68236 1.70176 0.02
C -2.74554 4.12468 1.48546 0.00
H -1.53326 2.65736 2.50220 0.00
H -3.14801 2.10716 2.06824 0.00
H -1.91948 4.83763 1.40172 0.00
H -3.38578 4.24108 0.60545 0.00
H -3.34450 4.44575 2.34734 0.00
C -3.02852 0.80989 -0.40213 0.00
C -3.13982 0.78785 -1.92238 0.00
H -3.92741 1.27688 0.01324 0.00
H -2.99061 -0.21447 -0.02430 -0.01
H -3.05281 1.79171 -2.37233 0.00
H -2.38230 0.14023 -2.39414 0.00
H -4.13016 0.39498 -2.20911 0.00
C -0.95116 2.92212 -0.86612 0.00
C 0.20781 3.83386 -0.41164 0.06
H -1.84104 3.52387 -1.08468 0.02
H -0.66481 2.40698 -1.80841 -0.01
H 0.66037 4.29994 -1.30185 0.00
H -0.12813 4.66460 0.22689 0.00
H 1.02259 3.30314 0.13463 0.00
N 4.67220 1.73032 6.28338 0.00
C 3.77377 1.41394 5.58922 0.00
C 2.76735 1.04142 4.60620 0.00
C 1.98950 2.01444 3.96738 0.01
C 1.15357 1.62513 2.91672 0.04
N 1.19072 0.41408 2.32471 0.03
C 1.82386 -0.55295 3.02698 0.01
C 2.63243 -0.28793 4.14898 0.01
H 2.03570 3.06186 4.26801 0.00
H 0.40056 2.29633 2.48855 -0.03
H 1.66144 -1.57378 2.66456 0.00
H 3.17288 -1.09946 4.65230 0.00
```

The calculation puts the HOMO-LUMO gap (alpha / beta) at 0.2066 / 0.1886 hartree. The net charge is +2. The energy above the lowest of the compared OMol25 structures with the same formula, charge and spin comes out at 189.5 kJ/mol. The multiplicity is 6.

***

The following total energy values (in a.u.) correspond, in order, to the records above: -6093.78867, -724.14872, -5436.88096, -931.43897, -2800.74354, -5778.94826.